(1)
9
Properties=species:S:1:pos:R:3 method="wB97M-V/def2-TZVPD" orbital_gap_ev=10.81 energy_ev=-4217.661 max_force_ev_per_a=1.35 homo_energy_ev=-10.0 e_lumo_ev=0.843 total_charge=0
C 0.0000 0.0000 0.0000
C -0.5838 0.5886 -1.0185
H 1.0888 -0.0578 0.1113
H -0.6167 -0.4966 0.7578
H 0.0463 0.9871 -1.8219
H -1.6707 0.6571 -1.1419
O -2.4779 -1.4947 0.9602
H -2.9623 -0.6426 0.8734
H -2.5435 -1.7212 1.9155

=====

(2)
27
Properties=species:S:1:pos:R:3 method="wB97M-V/def2-TZVPD" orbital_gap_ev=9.41 energy_ev=-12675.439 max_force_ev_per_a=3.70 homo_energy_ev=-8.6 e_lumo_ev=0.795 total_charge=0
C 1.4913 0.0468 1.8443
C 1.7320 1.5015 2.4266
C 0.8925 -0.7507 2.9775
H 1.0358 0.2978 0.8893
H 2.5117 -0.2815 1.6227
H 2.6672 1.6010 2.9193
H 0.7589 1.8256 2.7948
H 1.4999 -0.6511 3.8847
H -0.1216 -0.4141 3.1940
H 1.8438 2.1886 1.5709
H 0.9663 -1.8410 2.8876
C 0.6525 0.6205 -3.2764
C -0.3571 -1.3158 -2.0034
C -0.4399 0.0003 -2.4671
C -1.1053 -1.6827 -0.8890
C -1.4846 0.8312 -2.0791
C -2.1451 -0.8184 -0.5594
C -2.2991 0.4746 -0.9771
O -2.9649 -1.3844 0.4301
H 0.3222 -2.0180 -2.4681
H -0.9336 -2.5988 -0.3487
H 0.6027 0.4645 -4.3652
H 1.6476 0.2550 -3.0373
H -1.5425 1.8515 -2.4024
H -3.0263 1.1817 -0.6501
H -2.8939 -1.0919 1.3300
H 0.6893 1.7077 -3.2484

=====

(3)
12
Properties=species:S:1:pos:R:3 method="wB97M-V/def2-TZVPD" orbital_gap_ev=9.17 energy_ev=-6316.732 max_force_ev_per_a=3.27 homo_energy_ev=-8.5 e_lumo_ev=0.634 total_charge=0
C -1.0147 0.4152 -0.8568
C 0.2627 1.0020 -0.8259
C 1.1563 0.6798 0.1792
C 0.8058 -0.3180 1.0726
C -0.3574 -1.0699 0.9258
C -1.3416 -0.6120 0.0085
H -1.7182 0.7134 -1.6304
H 0.5477 1.7282 -1.5791
H 2.1516 1.1006 0.2253
H 1.5058 -0.6938 1.8202
H 0.3434 -1.8971 0.7178
H -2.3413 -1.0483 -0.0573

=====

(4)
28
Properties=species:S:1:pos:R:3 method="wB97M-V/def2-TZVPD" orbital_gap_ev=9.78 energy_ev=-20117.462 max_force_ev_per_a=4.82 homo_energy_ev=-13.2 e_lumo_ev=-3.452 total_charge=+1
C -0.9498 1.4647 0.4163
C 0.4129 1.3330 -0.1987
C -0.3838 -0.7686 -0.3956
C -1.5802 0.1704 0.1438
C -2.2677 -0.4960 1.3851
C 1.9517 -0.5989 -0.4390
C 3.2317 0.2103 -0.1651
N 0.7438 -0.0879 0.0631
N 2.0362 -1.9707 -0.0250
N -2.6969 0.3334 -1.0021
F 3.2832 1.4495 -0.7814
F 3.2370 0.4765 1.2010
F 4.3510 -0.4391 -0.3721
H -1.1061 1.5615 1.5466
H -1.5844 2.3771 0.1503
H 0.2844 1.6426 -1.2702
H 1.1294 2.0764 0.2870
H -0.3586 -1.7339 0.0782
H -0.5442 -1.0341 -1.4690
H -3.0963 -1.0339 1.0525
H -2.5725 0.1472 2.1897
H -1.5926 -1.1375 1.9050
H 1.9536 -0.7173 -1.5496
H 2.8294 -2.5345 -0.2717
H 2.0585 -1.9249 1.0878
H -3.6507 0.2340 -0.5383
H -2.5412 -0.2989 -1.8190
H -2.5781 1.2994 -1.2096

=====

(5)
18
Properties=species:S:1:pos:R:3 method="wB97M-V/def2-TZVPD" orbital_gap_ev=9.92 energy_ev=-11487.530 max_force_ev_per_a=1.97 homo_energy_ev=-9.1 e_lumo_ev=0.839 total_charge=0
C 1.0244 0.8020 0.1102
C -2.5272 0.1983 -0.0844
C 2.3987 0.3772 -0.2528
C 0.0365 -1.5896 -0.1087
C -0.1645 -0.1124 0.1928
O -1.2266 0.4643 -0.5956
O 0.8300 2.0977 0.1687
O -0.0866 0.2641 1.4860
H -0.0853 2.1868 0.5319
H -2.8314 -0.8356 -0.2823
H -2.5718 0.3874 0.9912
H -3.2066 0.8667 -0.6121
H 2.3987 0.0025 -1.2766
H 3.0982 1.2030 -0.1596
H 2.6980 -0.4469 0.3951
H 0.2082 -1.7522 -1.1732
H 0.8677 -1.9887 0.4701
H -0.8605 -2.1246 0.1994

=====

(6)
7
Properties=species:S:1:pos:R:3 method="wB97M-V/def2-TZVPD" orbital_gap_ev="6.47 / 8.99" energy_ev=-14906.894 spin_multiplicity=2 max_force_ev_per_a=5.10 homo_energy_ev="-17.7 / -20.2" e_lumo_ev="-11.205 / -11.200" total_charge=+2
Li -2.1126 0.9673 0.2543
Bi 2.6712 -0.6344 0.3419
O 1.6801 1.0385 -0.3405
C 0.7107 0.3507 0.0982
O -0.4314 0.4202 -0.5333
C -0.6075 -1.1642 -0.2081
F -1.9105 -0.9781 0.3875